The following is a DFT calculation (ωB97M-V/def2-TZVPD) of one molecule with the formula C4H6N2O.

energy above the lowest of the compared OMol25 structures with the same formula, charge and spin	1.475	eV
electronic energy	-340.740718	hartree
net charge	0
HOMO-LUMO gap	9.4319	eV

CARTESIAN COORDINATES (ANGSTROEM)
C (2.156, -0.262, 0.142)
C (0.695, -0.113, -0.160)
N (0.134, -0.548, -1.245)
C (-1.230, -0.291, -1.106)
C (-1.470, 0.227, 0.110)
O (-2.603, 0.619, 0.746)
N (-0.231, 0.432, 0.757)
H (2.718, -0.192, -0.792)
H (2.372, -1.246, 0.580)
H (2.515, 0.494, 0.846)
H (-1.937, -0.475, -1.897)
H (-2.836, -0.098, 1.352)
H (-0.283, 1.453, 0.668)